11
Properties=species:S:1:pos:R:3:nbo_charge:R:1 method="wB97M-V/def2-TZVPD" multiplicity=1 homo_ev=-10.2847 charge=0 orbital_gap_ev=8.7 e_above_lowest_kj_mol=438.9 molar_mass_g_mol=109.1
H 2.289 0.497 1.589 0.38
N 1.857 -0.150 0.874 -0.65
C 1.032 0.217 -0.068 0.46
N 0.438 1.368 -0.501 -0.34
C -0.798 1.306 -0.172 0.04
C -1.558 0.351 0.481 -0.03
N -1.228 -0.995 0.576 -0.19
N -0.368 -1.522 -0.471 0.04
N 0.616 -0.772 -0.965 -0.13
H -1.368 2.092 -0.793 0.21
H -2.189 0.672 1.164 0.21